Record 1
A cluster of 2 separate species, C5H14NO in total in a non-equilibrium geometry. Source: the OMol25 dataset; level of theory: ωB97M-V with the def2-TZVPD basis set.

Last column: Mulliken charge in e.
Cartesian coordinates (Å):
C (-2.107, 0.605, -1.424)  -0.89
N (-0.710, 0.058, -1.436)  0.06
C (0.323, 1.068, -1.857)  -0.91
H (-2.776, -0.195, -1.164)  0.35
H (-2.152, 1.371, -0.648)  0.35
H (-2.346, 0.986, -2.411)  0.39
H (-0.644, -0.730, -2.075)  0.39
H (-0.537, -0.326, -0.481)  0.23
H (-0.025, 1.521, -2.772)  0.38
H (1.251, 0.565, -2.009)  0.38
H (0.404, 1.820, -1.084)  0.37
O (-0.968, -1.103, 0.976)  -0.64
C (-0.297, -1.299, 1.961)  0.00
C (1.033, -0.700, 2.292)  -0.37
C (1.815, -0.166, 1.100)  -0.99
H (-0.684, -1.981, 2.719)  0.40
H (1.568, -1.497, 2.818)  0.35
H (0.808, 0.058, 3.037)  0.31
H (1.766, -0.853, 0.270)  0.28
H (2.845, -0.009, 1.394)  0.42
H (1.432, 0.808, 0.795)  0.13

The spin multiplicity is 1. Its net charge is +1. The largest force on an atom comes out at 1.046 eV/Å. The calculated total energy comes out at -328.6565 Ha. The calculation puts the orbital gap at 11.360 eV. As for the relative energy (zero: lowest compared OMol25 entry of this formula, charge and spin): 0.809 eV. As for the HOMO energy: -14.206 eV.



Record 2
The molecule C4H7ClO2 in a non-equilibrium geometry. Source: the OMol25 dataset; level of theory: ωB97M-V with the def2-TZVPD basis set.

Last column: Mulliken charge in e.
Cartesian coordinates (Å):
C (0.082, -0.024, 1.131)  -0.71
C (1.014, 1.110, 0.431)  -0.46
C (-0.874, -0.375, -0.028)  0.77
C (-0.281, -1.295, -1.022)  -1.09
O (0.115, 2.051, -0.167)  -0.20
O (-0.762, 1.357, -0.959)  -0.37
Cl (-2.512, -0.572, 0.362)  -0.16
H (0.754, -0.794, 1.252)  0.33
H (-0.569, 0.452, 1.994)  0.31
H (1.596, 1.712, 1.091)  0.37
H (1.739, 0.737, -0.294)  0.27
H (0.721, -0.788, -1.270)  0.22
H (-0.750, -1.239, -1.927)  0.43
H (-0.274, -2.330, -0.593)  0.29

The spin multiplicity is 1. The largest force on an atom comes out at 5.203 eV/Å. The calculated total energy comes out at -767.1030 Ha. The calculation puts the orbital gap (alpha / beta) at 9.246 / 9.246 eV. As for the relative energy (zero: lowest compared OMol25 entry of this formula, charge and spin): 4.647 eV. As for the HOMO energy (alpha / beta): -8.655 / -8.655 eV.



Record 3
A structure of composition C12H11ClO2 in a non-equilibrium geometry. Source: the OMol25 dataset; level of theory: ωB97M-V with the def2-TZVPD basis set.

Last column: Löwdin spin population.
Cartesian coordinates (Å):
C (1.673, 1.308, -3.013)  0.00
C (1.726, 1.251, -1.819)  0.01
C (1.406, -3.317, 0.194)  0.34
C (2.197, -2.665, 1.078)  0.05
C (0.672, -2.673, -0.791)  0.36
C (2.505, -1.292, 0.823)  0.50
C (0.971, -1.357, -1.064)  0.03
C (1.822, -0.652, -0.226)  0.38
C (0.699, 1.728, 0.627)  0.12
C (-2.467, 0.652, 1.035)  0.00
C (-1.701, 1.896, 0.635)  0.01
C (2.030, 0.782, -0.437)  0.06
O (0.979, 2.436, 1.540)  0.06
O (-0.387, 1.529, 0.044)  0.02
Cl (3.522, 1.487, 0.211)  0.02
H (1.343, 1.132, -4.037)  0.00
H (1.426, -4.400, 0.269)  0.02
H (2.607, -3.149, 1.902)  -0.01
H (-0.085, -3.266, -1.386)  0.02
H (3.057, -0.569, 1.526)  0.02
H (0.447, -0.698, -1.782)  -0.01
H (-3.139, 0.372, 0.195)  0.00
H (-1.698, -0.090, 1.146)  0.00
H (-3.060, 0.801, 1.990)  0.00
H (-1.480, 2.588, 1.504)  0.00
H (-2.076, 2.451, -0.247)  0.00

The spin multiplicity is 3. The largest force on an atom comes out at 5.014 eV/Å. The calculated total energy comes out at -1074.2503 Ha. The calculation puts the orbital gap (alpha / beta) at 5.701 / 6.268 eV. As for the relative energy (zero: lowest compared OMol25 entry of this formula, charge and spin): 0.422 eV. As for the HOMO energy (alpha / beta): -4.952 / -9.097 eV.



Record 4
A cluster of 2 separate species, C3H12N3O in total. Source: the OMol25 dataset; level of theory: ωB97M-V with the def2-TZVPD basis set.

Last column: Mulliken charge in e.
Cartesian coordinates (Å):
N (-2.518, -1.083, 0.135)  -0.41
C (-1.388, -0.918, -0.594)  0.68
N (-0.231, -1.557, -0.129)  -0.54
O (-1.272, -0.142, -1.527)  -0.64
H (-3.367, -0.698, -0.258)  0.28
H (-2.624, -1.934, 0.660)  0.22
H (-0.305, -2.253, 0.601)  0.20
H (0.338, -1.882, -0.900)  0.28
C (1.792, 1.277, 1.918)  -1.16
C (2.196, 0.932, 0.502)  -0.23
N (1.068, 1.272, -0.454)  -0.09
H (2.521, 0.873, 2.619)  0.35
H (1.771, 2.359, 2.061)  0.38
H (0.820, 0.861, 2.185)  0.35
H (3.048, 1.536, 0.187)  0.35
H (2.439, -0.110, 0.336)  0.28
H (0.403, 0.489, -0.542)  -0.08
H (1.417, 1.474, -1.394)  0.40
H (0.567, 2.092, -0.111)  0.39

The spin multiplicity is 1. Its net charge is +1. The largest force on an atom comes out at 0.598 eV/Å. The calculated total energy comes out at -360.8236 Ha. The calculation puts the orbital gap at 11.316 eV. As for the relative energy (zero: lowest compared OMol25 entry of this formula, charge and spin): 0.302 eV. As for the HOMO energy: -14.306 eV.



Record 5
A cluster of 2 separate species, C5H7N in total. Source: the OMol25 dataset; level of theory: ωB97M-V with the def2-TZVPD basis set.

Last column: Mulliken charge in e.
Cartesian coordinates (Å):
C (1.747, -0.157, -0.281)  -0.75
C (0.407, -0.118, -0.106)  0.91
C (-0.443, -1.267, -0.386)  -0.61
N (-1.674, -0.827, -0.314)  0.04
C (-1.694, 0.552, 0.095)  -0.59
C (-0.446, 1.046, 0.238)  -0.45
H (1.785, 1.850, 1.354)  0.11
H (2.314, -1.087, -0.313)  0.25
H (2.316, 0.757, -0.404)  0.37
H (-0.204, -2.231, -0.819)  0.35
H (-2.493, -1.396, -0.489)  0.22
H (-2.663, 0.996, 0.288)  0.37
H (1.048, 1.883, 1.136)  -0.24

The spin multiplicity is 1. The largest force on an atom comes out at 0.603 eV/Å. The calculated total energy comes out at -249.2795 Ha. The calculation puts the orbital gap (alpha / beta) at 6.427 / 6.426 eV. As for the relative energy (zero: lowest compared OMol25 entry of this formula, charge and spin): 5.273 eV. As for the HOMO energy (alpha / beta): -7.261 / -7.261 eV.



Record 6
A cluster of 2 separate species, C3H10S in total in a non-equilibrium geometry. Source: the OMol25 dataset; level of theory: ωB97M-V with the def2-TZVPD basis set.

Last column: Mulliken charge in e.
Cartesian coordinates (Å):
C (-3.220, 1.548, 0.665)  -0.92
C (-2.527, 1.429, -0.684)  -0.43
S (-1.615, -0.140, -0.895)  -0.23
H (-3.669, 0.601, 0.965)  0.31
H (-2.564, 1.938, 1.442)  0.29
H (-4.012, 2.306, 0.611)  0.29
H (-1.840, 2.236, -0.913)  0.34
H (-3.313, 1.310, -1.419)  0.24
H (-0.417, 0.203, -0.419)  0.11
C (4.643, -2.313, 0.130)  -0.90
H (5.045, -3.245, -0.231)  0.22
H (4.781, -2.145, 1.187)  0.23
H (5.126, -1.464, -0.355)  0.23
H (3.582, -2.265, -0.084)  0.21

Its SMILES is CCS.C. The spin multiplicity is 1. The largest force on an atom comes out at 1.007 eV/Å. The calculated total energy comes out at -518.4640 Ha. The calculation puts the orbital gap at 9.859 eV. As for the relative energy (zero: lowest compared OMol25 entry of this formula, charge and spin): 0.213 eV. As for the HOMO energy: -9.029 eV.